ORCA calculation (wB97M-V/def2-TZVPD) on C36H57As2N7O9Sc as an isolated structure.

Its charge is +3. As for the max |F|: 0.0116 hartree/bohr.

Element x y z (Å)
Sc (0.12882, 0.26251, -0.63526)
C (2.88045, 0.94294, -1.70754)
N (3.04961, -0.24830, -2.52724)
C (3.92514, -0.02376, -3.68127)
C (2.27371, -1.34745, -2.43054)
N (1.12094, -1.27956, -1.75539)
C (0.54451, -2.39647, -1.08589)
C (1.23510, -3.53911, -0.66592)
C (0.59505, -4.53390, 0.04627)
C (-0.75076, -4.40446, 0.39432)
C (-1.43557, -3.26415, 0.03082)
C (-0.80536, -2.26748, -0.71538)
N (-1.47893, -1.04272, -1.01896)
C (-2.69481, -1.06171, -1.57372)
N (-3.10633, -2.06153, -2.37269)
C (-4.49469, -2.50955, -2.42655)
C (-2.16845, -2.85683, -3.15064)
N (-3.55268, -0.04647, -1.33398)
C (-4.42371, 0.44791, -2.39908)
C (-3.28424, 0.89110, -0.25692)
N (2.68705, -2.46228, -3.07228)
C (4.09031, -2.85482, -3.15005)
C (1.75493, -3.38648, -3.70079)
H (3.85376, 1.41296, -1.55846)
H (2.51832, 0.73108, -0.69637)
H (2.23389, 1.66810, -2.21812)
H (3.76851, 0.99547, -4.03399)
H (3.66797, -0.70796, -4.48417)
H (4.97637, -0.14324, -3.41845)
H (2.28428, -3.64569, -0.90247)
H (1.14533, -5.41737, 0.33581)
H (-1.24752, -5.18089, 0.95757)
H (-2.47002, -3.12629, 0.32289)
H (-5.07812, -2.00902, -1.65836)
H (-4.51161, -3.58417, -2.24062)
H (-4.93717, -2.32263, -3.40614)
H (-1.23321, -2.31156, -3.25772)
H (-2.59948, -3.01648, -4.13908)
H (-1.97633, -3.82613, -2.68563)
H (-4.91311, -0.35994, -2.93448)
H (-3.85229, 1.05128, -3.11025)
H (-5.19745, 1.06913, -1.95328)
H (-2.89878, 0.35782, 0.61271)
H (-4.21912, 1.38018, 0.01499)
H (-2.56762, 1.67617, -0.54535)
H (4.69165, -2.23271, -2.49353)
H (4.47806, -2.79128, -4.16693)
H (4.17281, -3.89147, -2.81954)
H (0.75112, -2.97609, -3.68150)
H (1.75437, -4.35511, -3.19786)
H (2.05546, -3.53352, -4.73943)
C (0.78593, 4.50108, 1.21541)
O (0.72798, 3.43317, 2.19472)
C (0.44824, 2.22631, 1.82653)
O (0.07551, 1.94965, 0.66368)
C (0.59946, 1.17643, 2.85339)
C (1.68581, 1.22003, 3.63980)
As (2.71722, -0.32626, 4.46451)
C (2.72227, 0.17961, 6.34312)
C (1.20105, -1.51108, 4.21756)
C (0.84821, -1.47757, 2.91631)
As (-0.71967, -0.33595, 2.55155)
C (-1.67378, -0.02611, 4.21147)
C (1.76540, -1.30689, 1.76681)
O (1.47688, -0.49463, 0.86187)
O (2.78829, -2.08163, 1.55276)
C (3.18245, -3.16460, 2.43259)
C (0.19623, -2.03346, 5.21512)
O (-0.81361, -2.58903, 4.86965)
O (0.58660, -1.81569, 6.45960)
C (-0.28414, -2.36355, 7.48680)
C (2.65544, 2.38332, 3.56367)
O (3.46583, 2.37609, 2.67991)
O (2.64985, 3.30926, 4.51052)
C (1.60441, 3.34804, 5.49957)
H (1.23058, 5.33569, 1.74657)
H (-0.22566, 4.73500, 0.89253)
H (1.41246, 4.19042, 0.38112)
H (3.39443, 1.03403, 6.43266)
H (3.14297, -0.65574, 6.90016)
H (1.73329, 0.41354, 6.72373)
H (-1.00196, 0.11397, 5.05727)
H (-2.37568, -0.83287, 4.40978)
H (-2.21943, 0.90430, 4.03619)
H (3.71301, -3.86028, 1.79035)
H (2.30502, -3.63276, 2.87345)
H (3.85239, -2.76366, 3.19252)
H (0.15517, -2.04779, 8.42722)
H (-0.29611, -3.44778, 7.40109)
H (-1.28906, -1.96706, 7.36461)
H (1.69337, 4.32260, 5.96979)
H (1.76016, 2.56782, 6.24351)
H (0.62684, 3.25214, 5.03238)
O (-0.37580, 1.49824, -2.18771)
C (-0.84153, 2.47286, -2.86349)
C (-1.05640, 3.80772, -2.22333)
C (-2.52376, 4.27283, -2.24710)
C (-2.97369, 4.86282, -3.57827)
C (-2.96523, 3.88468, -4.74603)
C (-1.59104, 3.32558, -5.07997)
N (-1.12265, 2.29194, -4.13372)
H (-0.43076, 4.54010, -2.74393)
H (-0.68615, 3.71938, -1.20354)
H (-2.63803, 5.02602, -1.46742)
H (-3.17481, 3.43972, -1.96370)
H (-2.33082, 5.71429, -3.82055)
H (-3.97826, 5.26900, -3.45956)
H (-3.33653, 4.38815, -5.63903)
H (-3.65253, 3.05466, -4.55887)
H (-0.84021, 4.11887, -5.11990)
H (-1.59319, 2.84161, -6.05517)
H (-0.93251, 1.36531, -4.49418)

ORCA calculation (wB97M-V/def2-TZVPD) on one molecule with the formula C5H13NO2 at a distorted geometry.

Its SMILES is CC(C)(N)CC(O)O. As for the max |F|: 0.0370 hartree/bohr.

Element x y z (Å)
C (0.28425, 1.51434, -0.43276)
C (0.67895, 0.04708, -0.25574)
C (2.20518, -0.03577, 0.24310)
N (0.57949, -0.66197, -1.51927)
C (-0.12313, -0.66778, 0.83195)
C (-1.69660, -0.76097, 0.62763)
O (-2.37844, 0.08501, 1.53127)
O (-2.14570, -0.45192, -0.67466)
H (0.93009, 2.01105, -1.16594)
H (0.37143, 2.05791, 0.51375)
H (-0.74406, 1.63768, -0.78509)
H (2.50469, -1.02959, 0.59399)
H (2.38749, 0.67185, 1.05882)
H (2.89441, 0.23234, -0.56592)
H (1.25919, -0.34368, -2.20579)
H (-0.36141, -0.53611, -1.90503)
H (0.22046, -1.70819, 0.89579)
H (0.06907, -0.21440, 1.81107)
H (-2.02188, -1.78204, 0.86106)
H (-2.01361, 0.97398, 1.38917)
H (-2.89989, -1.03886, -0.84739)

Computed energy relative to the best compared isomer or geometry (same formula, charge and spin), in the same sequence as the records: 0.000 1.064 eV.
Computed gap between HOMO and LUMO, in the same sequence as the records: 0.2592 0.3603 Eh.